C39H52MnN4OP2 as an isolated structure at a distorted geometry. Source: OMol25; level of theory: wB97M-V/def2-TZVPD.

The geometry in XYZ format:
```
99
C39H52MnN4OP2 | OMol25 | wB97M-V/def2-TZVPD
C -1.683 0.286 -4.995
C 3.089 -3.050 -0.506
H 4.378 3.714 -1.531
P -1.092 -1.307 -0.211
H -1.108 -0.948 -6.675
C -2.235 3.826 4.776
H 1.201 -1.418 -5.713
O -0.723 0.302 2.523
C -0.850 1.607 5.931
H 4.260 -4.740 0.245
C -1.629 2.773 3.839
C 0.762 2.504 -5.492
C 3.006 2.056 -1.025
C -1.943 1.451 -0.288
H 5.681 1.810 -3.000
H -0.619 3.017 1.929
H 1.667 -1.956 -2.659
C -0.458 -0.829 4.612
C -1.560 1.611 -5.156
H -1.086 -1.976 -2.520
C -2.548 0.297 -2.149
H 3.965 -0.539 1.451
N -2.577 -2.127 0.057
H -0.804 4.531 2.836
H -1.801 1.519 0.795
C 1.836 1.050 1.850
C -0.337 -2.201 3.968
C 3.844 -1.524 1.011
H -1.005 3.161 -6.526
H -1.448 4.347 5.329
H -1.330 -4.163 4.015
H -2.301 2.327 -4.794
C 1.032 -2.821 4.216
C -0.602 2.203 -6.156
C -4.647 -3.021 -0.067
C -2.929 -2.563 1.334
P 1.945 -0.517 -0.735
H 4.264 -0.541 -2.640
C -0.448 0.489 6.645
H -2.771 3.379 -0.928
H -2.221 -2.399 2.118
C 1.082 1.637 -4.316
H -0.939 -1.714 -5.134
H -3.433 2.034 -3.222
C -1.061 1.556 4.559
H 0.706 3.535 -5.156
H -2.391 -2.771 4.326
C -4.182 -3.134 1.282
N 3.001 -1.709 -0.103
C -2.938 1.627 -2.339
C -1.385 -3.170 4.498
C 0.990 -1.277 -2.103
H -2.442 2.412 3.190
C 4.099 2.666 -1.620
H -4.683 -3.585 2.121
C 4.445 -2.743 1.306
C -0.600 3.461 2.935
C -0.799 -0.751 -5.637
C -0.287 -0.731 5.992
N -2.017 0.147 -0.889
H -2.946 3.375 5.467
C -3.651 -2.391 -0.792
C -0.738 0.345 3.799
H 2.077 -0.260 -4.079
C 3.964 -3.706 0.347
H 2.225 2.481 -0.378
H -2.783 4.585 4.209
H 2.551 -3.374 -1.395
H -2.638 -0.545 -2.807
H 2.780 1.388 1.428
C -0.318 -2.024 -1.718
H -0.476 -2.060 2.906
H 1.565 2.477 -6.258
H -0.489 1.640 -7.087
H -0.008 -1.590 6.609
C 1.257 0.317 -4.525
C -2.586 2.340 -1.175
H -0.270 0.575 7.720
N 3.041 0.689 -1.386
H 1.175 -2.961 5.298
H -3.626 -2.110 -1.830
C 4.798 1.669 -2.393
H -5.598 -3.356 -0.440
H -0.050 -3.066 -1.502
H 0.678 -0.439 -2.769
Mn 0.236 1.191 -0.054
H 1.814 -2.148 3.827
C 4.124 0.462 -2.235
H -1.252 -3.323 5.577
H 5.184 -2.933 2.071
H 2.113 0.181 2.479
H 1.624 1.802 2.608
H 0.929 -0.013 -6.685
H 1.171 -3.803 3.737
H 0.408 3.345 3.330
H -2.662 -0.137 -4.710
H 1.333 2.172 -3.386
H -0.989 2.539 6.496
C 0.691 -0.442 -5.705
```

Properties
Kohn-Sham gap (alpha / beta) = 4.8 / 4.4 eV
Relative energy (zero: lowest compared OMol25 entry of this formula, charge and spin) = 89.5 kcal per mole
Lowest unoccupied orbital energy (alpha / beta) = -0.62 / -1.08 eV
Spin multiplicity = 6

Atomic partial charges in e from the Mulliken method, atoms 1 to 6: number 1, C, carries -0.32; number 2, C, carries -0.39; number 3, H, carries 0.44; number 4, P, carries -0.16; number 5, H, carries 0.40; number 6, C, carries -2.21